Entry 1:
Computed, not measured: a molecular structure, C11H22N3 in a non-equilibrium geometry, with ωB97M-V/def2-TZVPD.

Atoms and positions in Å:
C (-2.072, -1.105, -1.590)
C (-1.391, -1.807, -0.654)
C (-3.403, -1.523, -0.950)
C (-0.759, -0.769, -2.261)
C (-2.591, -2.265, 0.236)
C (-1.354, 2.125, 2.890)
C (3.967, 0.844, -0.616)
C (-0.450, 1.944, 1.652)
C (2.552, 1.067, -0.963)
C (-0.565, 0.636, 1.006)
C (1.582, 0.499, 0.078)
N (1.049, -2.132, -0.837)
N (0.305, 0.561, -0.160)
N (-0.138, -1.511, -1.118)
H (-3.893, -0.743, -0.449)
H (-4.248, -1.947, -1.467)
H (-0.491, -1.259, -3.285)
H (-0.436, 0.225, -2.454)
H (-2.509, -3.307, 0.364)
H (-2.464, -1.591, 1.033)
H (-2.366, 1.814, 2.717)
H (-1.077, 1.358, 3.695)
H (-1.335, 3.165, 3.372)
H (4.639, 1.507, -1.241)
H (3.947, 1.116, 0.386)
H (4.355, -0.087, -0.871)
H (0.606, 2.113, 1.953)
H (-0.689, 2.612, 0.911)
H (2.220, 0.845, -2.042)
H (2.428, 2.158, -0.904)
H (-0.276, -0.172, 1.840)
H (-1.599, 0.478, 0.597)
H (1.817, -0.605, 0.064)
H (1.850, 0.818, 1.068)
H (1.809, -1.998, -1.610)
H (0.978, -3.064, -0.390)

multiplicity = 1
HOMO-LUMO gap (spin up / spin down) = 7.1 / 8.3 eV
calculated total energy = -16218.1710 eV
energy above the lowest of the compared OMol25 structures with the same formula, charge and spin = 188.1 kcal/mol
total charge = +1
largest force on an atom = 4.4 eV Å⁻¹



Entry 2:
Computed, not measured: a molecular structure, C15H37FGaN2O6S, with ωB97M-V/def2-TZVPD.

Atoms and positions in Å:
C (-3.501, 1.063, -0.443)
C (-3.344, 1.768, 0.884)
O (-4.102, 2.641, 1.238)
O (-2.342, 1.413, 1.681)
C (-1.352, 0.415, 1.293)
Ga (-0.251, 0.783, -0.369)
F (-0.915, -0.314, -1.685)
S (1.873, -0.046, 0.025)
H (-4.559, 1.078, -0.695)
H (-3.116, 0.048, -0.460)
H (-2.951, 1.622, -1.202)
H (-1.839, -0.566, 1.226)
H (-0.693, 0.376, 2.160)
H (-0.282, 2.268, -0.925)
H (1.896, 0.294, 1.322)
C (-4.100, -2.198, -4.594)
O (-3.778, -0.845, -4.804)
C (-2.577, -0.427, -4.139)
C (-1.507, -0.070, -5.142)
N (-1.071, -1.243, -5.887)
C (-0.131, -0.977, -6.962)
C (-0.590, -0.090, -8.115)
O (-1.617, -0.661, -8.912)
C (-2.935, -0.423, -8.461)
H (-5.082, -2.372, -5.036)
H (-3.378, -2.881, -5.061)
H (-4.145, -2.440, -3.527)
H (-2.219, -1.197, -3.456)
H (-2.811, 0.453, -3.540)
H (-0.659, 0.344, -4.591)
H (-1.907, 0.722, -5.793)
H (-1.883, -1.722, -6.254)
H (0.178, -1.937, -7.385)
H (0.764, -0.519, -6.526)
H (0.262, 0.059, -8.783)
H (-0.907, 0.898, -7.761)
H (-3.023, 0.556, -7.981)
H (-3.280, -1.178, -7.748)
H (-3.589, -0.448, -9.333)
C (4.703, 1.836, 8.021)
O (4.965, 0.625, 7.348)
C (4.240, -0.496, 7.838)
C (3.226, -0.980, 6.826)
N (2.160, -0.010, 6.651)
C (1.189, -0.342, 5.614)
C (1.688, -0.437, 4.178)
O (2.113, 0.801, 3.643)
C (3.465, 1.141, 3.855)
H (5.400, 2.576, 7.631)
H (3.680, 2.193, 7.859)
H (4.863, 1.735, 9.101)
H (3.737, -0.237, 8.776)
H (4.958, -1.296, 8.040)
H (2.791, -1.915, 7.196)
H (3.762, -1.217, 5.896)
H (2.566, 0.895, 6.446)
H (0.400, 0.413, 5.642)
H (0.723, -1.299, 5.876)
H (0.852, -0.765, 3.556)
H (2.484, -1.184, 4.064)
H (4.100, 0.249, 3.896)
H (3.614, 1.714, 4.777)
H (3.781, 1.755, 3.012)

multiplicity = 1
HOMO-LUMO gap = 7.5 eV
calculated total energy = -97349.9790 eV
total charge = -1
largest force on an atom = 0.2 eV Å⁻¹



Entry 3:
Computed, not measured: a gas-phase ion, C3H5Cl2N4 (charge +1) in a non-equilibrium geometry, with ωB97M-V/def2-TZVPD.

Atoms and positions in Å:
C (0.287, -0.818, 1.236)
C (1.113, 0.570, -1.090)
C (-0.788, -0.006, 0.513)
N (1.506, -0.578, 0.931)
N (1.907, 0.297, -0.049)
N (-0.160, 0.323, -1.005)
N (-2.033, -0.523, 0.394)
Cl (1.800, 1.210, -2.485)
Cl (-0.890, 1.676, 1.094)
H (0.033, -1.378, 2.036)
H (2.838, 0.388, -0.031)
H (-0.680, 0.352, -1.913)
H (-2.271, -1.530, 0.420)
H (-2.662, 0.015, -0.051)

multiplicity = 1
SMILES = N[C@@]1(Cl)C=NNC(Cl)=[NH+]1
HOMO-LUMO gap = 10.5 eV
calculated total energy = -34188.8898 eV
energy above the lowest of the compared OMol25 structures with the same formula, charge and spin = 44.5 kcal/mol
total charge = +1
largest force on an atom = 6.0 eV Å⁻¹



Entry 4:
Computed, not measured: a molecular structure, C64H52GeN4O2Pd, with ωB97M-V/def2-TZVPD.

Atoms and positions in Å:
Pd (0.240, -0.155, 0.024)
O (2.199, 0.261, 0.075)
C (2.799, 0.100, 1.305)
C (2.442, 1.221, 2.320)
C (1.114, 1.201, 3.039)
C (0.921, 2.057, 4.125)
C (-0.331, 2.120, 4.707)
C (-1.361, 1.360, 4.178)
C (-1.098, 0.529, 3.090)
C (-2.186, -0.298, 2.452)
C (-2.651, 0.086, 0.999)
O (-1.828, -0.442, 0.038)
C (-2.889, 1.606, 0.814)
C (-3.374, 2.434, 1.819)
C (-3.655, 3.774, 1.572)
C (-3.474, 4.299, 0.302)
C (-3.023, 3.471, -0.719)
C (-2.740, 2.139, -0.463)
C (-4.093, -0.467, 0.751)
C (-4.435, -0.756, -0.571)
C (-5.722, -1.130, -0.917)
C (-6.708, -1.242, 0.057)
C (-6.383, -0.970, 1.375)
C (-5.090, -0.578, 1.715)
N (0.132, 0.429, 2.588)
C (4.333, 0.223, 1.080)
C (5.267, -0.074, 2.069)
C (6.627, 0.073, 1.836)
C (7.079, 0.520, 0.600)
C (6.155, 0.814, -0.392)
C (4.793, 0.665, -0.155)
C (2.542, -1.295, 1.842)
C (2.241, -2.291, 0.771)
C (2.676, -3.657, 1.184)
C (2.765, -4.011, 2.494)
C (2.618, -3.037, 3.510)
C (2.592, -1.670, 3.150)
H (2.468, 2.145, 1.729)
H (3.230, 1.318, 3.073)
H (1.743, 2.662, 4.489)
H (-0.511, 2.769, 5.557)
H (-2.357, 1.407, 4.599)
H (-3.025, -0.309, 3.148)
H (-1.828, -1.325, 2.351)
H (-3.548, 2.037, 2.811)
H (-4.015, 4.405, 2.377)
H (-3.676, 5.346, 0.108)
H (-2.860, 3.871, -1.712)
H (-2.360, 1.489, -1.239)
H (-3.649, -0.696, -1.312)
H (-5.954, -1.350, -1.952)
H (-7.715, -1.541, -0.210)
H (-7.136, -1.053, 2.151)
H (-4.886, -0.346, 2.752)
H (4.928, -0.445, 3.030)
H (7.336, -0.171, 2.619)
H (8.141, 0.633, 0.414)
H (6.494, 1.165, -1.360)
H (4.054, 0.887, -0.913)
H (2.762, -1.957, -0.129)
H (2.862, -4.398, 0.418)
H (2.970, -5.042, 2.763)
H (2.645, -3.326, 4.554)
H (2.666, -0.918, 3.931)
N (0.384, 7.057, -0.929)
C (0.511, 8.215, -1.658)
C (0.439, 9.551, -1.317)
C (0.628, 10.492, -2.337)
C (0.879, 10.079, -3.643)
C (0.950, 8.729, -3.983)
C (0.762, 7.771, -2.983)
N (0.774, 6.410, -3.054)
C (0.533, 5.973, -1.804)
C (0.431, 4.639, -1.373)
C (0.538, 3.546, -2.285)
C (0.383, 2.263, -1.841)
N (0.108, 1.922, -0.558)
C (0.039, 2.945, 0.318)
C (0.196, 4.262, -0.015)
H (0.117, 6.985, 0.034)
H (0.246, 9.865, -0.298)
H (0.578, 11.549, -2.107)
H (1.023, 10.827, -4.415)
H (1.143, 8.415, -5.001)
H (0.738, 3.739, -3.329)
H (0.469, 1.432, -2.532)
H (-0.193, 2.681, 1.343)
H (0.108, 4.994, 0.780)
C (0.682, -2.160, 0.455)
Ge (0.099, -3.541, -0.803)
C (0.744, -3.241, -2.643)
C (2.055, -2.816, -2.872)
C (2.547, -2.644, -4.160)
C (1.731, -2.890, -5.255)
C (0.421, -3.299, -5.050)
C (-0.062, -3.471, -3.758)
C (0.706, -5.402, -0.400)
C (1.427, -6.186, -1.296)
C (1.762, -7.505, -0.998)
C (1.371, -8.065, 0.208)
C (0.640, -7.299, 1.111)
C (0.312, -5.988, 0.805)
C (-1.807, -4.025, -0.880)
C (-2.193, -5.145, -1.625)
C (-3.481, -5.653, -1.545)
C (-4.404, -5.070, -0.682)
C (-4.032, -3.973, 0.078)
C (-2.745, -3.451, -0.031)
H (0.184, -2.402, 1.407)
H (2.708, -2.598, -2.035)
H (3.565, -2.304, -4.304)
H (2.109, -2.752, -6.261)
H (-0.233, -3.476, -5.897)
H (-1.096, -3.766, -3.621)
H (1.744, -5.762, -2.244)
H (2.329, -8.093, -1.712)
H (1.631, -9.090, 0.445)
H (0.329, -7.727, 2.058)
H (-0.256, -5.404, 1.523)
H (-1.470, -5.652, -2.257)
H (-3.759, -6.516, -2.139)
H (-5.408, -5.472, -0.604)
H (-4.743, -3.505, 0.749)
H (-2.462, -2.562, 0.516)

multiplicity = 3
HOMO-LUMO gap (spin up / spin down) = 4.1 / 6.4 eV
calculated total energy = -137263.6356 eV
expectation value of S² = 2.060
energy above the lowest of the compared OMol25 structures with the same formula, charge and spin = 7.5 kcal/mol
total charge = -2
largest force on an atom = 0.3 eV Å⁻¹



Entry 5:
Computed, not measured: a molecular structure, C37H32ClNO4P2V in a non-equilibrium geometry, with ωB97M-V/def2-TZVPD.

Atoms and positions in Å:
V (1.041, 0.935, -0.222)
C (4.444, 2.232, 2.454)
C (3.803, 3.208, 3.265)
C (2.422, 3.376, 3.170)
C (1.715, 2.595, 2.189)
N (2.337, 1.722, 1.428)
C (3.631, 1.496, 1.591)
C (0.256, 2.903, 1.935)
C (-0.513, 3.674, 2.852)
C (-1.853, 3.794, 2.674)
C (-2.451, 3.149, 1.582)
C (-1.708, 2.447, 0.660)
C (-0.290, 2.266, 0.797)
H (5.472, 1.959, 2.504)
H (4.396, 3.840, 3.917)
H (1.914, 4.053, 3.841)
H (3.937, 0.801, 0.869)
H (-0.032, 4.129, 3.758)
H (-2.459, 4.241, 3.436)
H (-3.536, 3.193, 1.473)
H (-2.234, 1.938, -0.121)
C (-0.888, -1.790, -1.572)
C (-1.001, -1.907, 0.005)
P (0.333, -1.158, 0.952)
C (-0.395, -1.285, 2.642)
C (-0.359, -2.473, 3.340)
C (-1.008, -2.617, 4.575)
C (-1.611, -1.474, 5.177)
C (-1.581, -0.238, 4.536)
C (-1.021, -0.161, 3.245)
C (1.582, -2.478, 1.008)
C (1.517, -3.672, 0.281)
C (2.565, -4.563, 0.242)
C (3.662, -4.363, 1.018)
C (3.798, -3.215, 1.786)
C (2.757, -2.275, 1.757)
P (-0.620, -0.024, -2.175)
C (-0.549, -0.455, -3.985)
C (-1.607, -0.154, -4.828)
C (-1.580, -0.504, -6.169)
C (-0.500, -1.135, -6.702)
C (0.600, -1.333, -5.896)
C (0.618, -1.043, -4.553)
C (-2.295, 0.703, -2.047)
C (-3.368, -0.056, -1.557)
C (-4.640, 0.491, -1.473)
C (-4.893, 1.710, -2.034)
C (-3.876, 2.456, -2.602)
C (-2.564, 1.941, -2.576)
H (-1.773, -2.165, -2.094)
H (-0.040, -2.427, -1.964)
H (-1.213, -2.940, 0.259)
H (-1.930, -1.413, 0.324)
H (0.183, -3.330, 2.991)
H (-0.993, -3.531, 5.094)
H (-1.984, -1.608, 6.209)
H (-1.957, 0.615, 5.029)
H (-0.998, 0.769, 2.699)
H (0.626, -3.844, -0.321)
H (2.550, -5.367, -0.514)
H (4.490, -5.080, 0.979)
H (4.642, -3.066, 2.453)
H (2.846, -1.371, 2.352)
H (-2.506, 0.278, -4.429)
H (-2.404, -0.263, -6.853)
H (-0.428, -1.361, -7.720)
H (1.497, -1.797, -6.289)
H (1.492, -1.214, -3.938)
H (-3.238, -1.108, -1.289)
H (-5.402, -0.072, -0.986)
H (-5.885, 2.130, -1.935)
H (-4.112, 3.396, -3.084)
H (-1.808, 2.612, -2.977)
O (4.419, 1.291, -2.036)
Cl (3.034, 1.098, -2.144)
O (2.522, 0.864, -3.483)
O (2.702, -0.169, -1.365)
O (2.303, 2.190, -1.417)

multiplicity = 4
HOMO-LUMO gap (spin up / spin down) = 7.8 / 8.6 eV
calculated total energy = -105349.3377 eV
expectation value of S² = 3.765
total charge = 0
largest force on an atom = 3.4 eV Å⁻¹



Entry 6:
Computed, not measured: 2 unconnected molecules or ions with the total composition CH5N2PS in a non-equilibrium geometry, with ωB97M-V/def2-TZVPD.

Atoms and positions in Å:
C (-0.124, -1.050, 1.726)
N (-1.457, -0.409, 2.084)
N (-1.898, 0.479, 1.397)
P (1.010, 1.064, -3.458)
S (-1.998, 1.261, 0.110)
H (0.326, -0.590, 0.932)
H (-0.266, -2.079, 1.260)
H (0.502, -0.968, 2.656)
H (1.967, 1.677, -4.292)
H (1.938, 0.614, -2.415)

multiplicity = 1
HOMO-LUMO gap (spin up / spin down) = 8.4 / 6.6 eV
calculated total energy = -24217.3930 eV
energy above the lowest of the compared OMol25 structures with the same formula, charge and spin = 106.2 kcal/mol
total charge = 0
largest force on an atom = 3.1 eV Å⁻¹



Entry 7:
Computed, not measured: a gas-phase ion, C6H10N (charge +1) in a non-equilibrium geometry, with ωB97M-V/def2-TZVPD.

Atoms and positions in Å:
C (-0.444, -1.568, 0.143)
C (0.768, -0.776, 0.064)
C (-1.324, -0.562, 0.166)
C (2.191, -1.084, 0.056)
C (-2.625, -0.014, 0.141)
C (0.486, 1.675, -0.482)
N (0.229, 0.376, -0.058)
H (-0.472, -2.649, 0.185)
H (2.243, -1.435, 1.100)
H (2.838, -0.265, -0.158)
H (2.357, -1.991, -0.570)
H (-2.981, 0.071, 1.097)
H (-3.384, -0.555, -0.269)
H (-2.445, 0.956, -0.217)
H (0.150, 2.357, 0.318)
H (-0.150, 1.871, -1.342)
H (1.552, 1.870, -0.560)

multiplicity = 1
SMILES = CC1=CC(C)=[N+]1C
HOMO-LUMO gap = 9.3 eV
calculated total energy = -7863.8360 eV
energy above the lowest of the compared OMol25 structures with the same formula, charge and spin = 57.9 kcal/mol
total charge = +1
largest force on an atom = 4.2 eV Å⁻¹



Entry 8:
Computed, not measured: a molecular structure, C9H18BrCl in a non-equilibrium geometry, with ωB97M-V/def2-TZVPD.

Atoms and positions in Å:
C (-1.140, 1.297, -1.497)
C (1.134, 1.981, -0.782)
C (-0.830, 3.139, 0.208)
C (-0.275, -2.189, -0.890)
C (-0.337, -2.795, 1.606)
C (1.837, -1.982, 0.517)
C (-0.342, 1.825, -0.327)
C (0.430, -2.270, 0.427)
C (-0.381, 0.754, 0.784)
Cl (-1.951, 0.099, 1.219)
Br (0.666, 1.009, 2.359)
H (-1.430, 2.029, -2.255)
H (-2.108, 0.806, -1.128)
H (-0.554, 0.474, -2.020)
H (1.169, 2.736, -1.557)
H (1.655, 2.419, 0.146)
H (1.512, 1.064, -0.968)
H (-0.162, 3.514, 0.934)
H (-0.866, 3.847, -0.696)
H (-1.873, 3.157, 0.666)
H (-0.208, -3.108, -1.554)
H (0.229, -1.400, -1.638)
H (-1.318, -1.795, -0.882)
H (0.094, -2.437, 2.717)
H (-1.279, -2.238, 1.594)
H (-0.408, -3.855, 1.684)
H (2.297, -1.417, 1.279)
H (2.449, -3.012, 0.550)
H (1.991, -1.653, -0.496)

multiplicity = 1
HOMO-LUMO gap (spin up / spin down) = 8.8 / 6.6 eV
calculated total energy = -92185.5338 eV
energy above the lowest of the compared OMol25 structures with the same formula, charge and spin = 56.4 kcal/mol
total charge = 0
largest force on an atom = 5.3 eV Å⁻¹